No. 1
Density functional theory data (ωB97M-V/def2-TZVPD) for one molecule with the formula C2H2Cl3P.

Geometry as ORCA input:
```
! wB97M-V def2-TZVPD RIJCOSX def2/J DEFGRID3
* xyz 0 1
C 0.44603 -0.21316 0.21117
C -0.17761 0.84183 -0.67044
P -0.84594 -1.17595 1.67518
Cl 1.97322 -0.86906 -0.18003
Cl -0.93466 2.07801 0.35352
Cl -1.36262 0.27519 -1.79954
H 0.67894 1.16928 -1.25036
H 0.22264 -2.10615 1.66049
*
```

E_tot = -48958.98798 eV
Structure (SMILES) = [H]/P=C(\Cl)C(Cl)Cl

No. 2
Density functional theory data (ωB97M-V/def2-TZVPD) for a 2-piece molecular cluster, C2H2Cl4Si overall.

Geometry as ORCA input:
```
! wB97M-V def2-TZVPD RIJCOSX def2/J DEFGRID3
* xyz 0 1
C 1.76767 0.06639 -0.08437
C 0.54214 -0.24025 -0.10082
Si -1.30302 -0.46000 0.11064
Cl -0.34090 2.42037 0.02252
Cl -1.43821 -2.39452 0.77639
Cl -1.88562 -0.25858 -1.81707
Cl -2.03609 0.57081 1.57587
H 2.26042 1.01097 -0.15666
H 2.43362 -0.71519 -0.32650
*
```

E_tot = -60074.54428 eV

No. 3
Density functional theory data (ωB97M-V/def2-TZVPD) for a 2-piece molecular cluster, C2H2Cl4Si overall.

Geometry as ORCA input:
```
! wB97M-V def2-TZVPD RIJCOSX def2/J DEFGRID3
* xyz 0 1
C 2.09383 -3.71519 0.16828
C 2.47980 -2.58663 0.09835
Si -1.68209 -1.22803 0.31409
Cl 3.12354 -1.05904 -0.26145
Cl -1.95696 -0.19723 1.95410
Cl -3.10457 -0.68774 -1.03800
Cl -1.80923 -3.21962 0.52679
H 1.95276 -4.81579 0.42400
H -0.26750 -1.31359 -0.01892
*
```

E_tot = -60075.07856 eV
Structure (SMILES) = Cl[SiH](Cl)Cl.C#CCl

Record-wise relative energy (zero: lowest compared OMol25 entry of this formula, charge and spin) values, in kJ/mol: 408.1, 306.1, 254.6
Record-wise strongest force on any atom values, in Eh/bohr: 0.095, 0.062, 0.056